Record 1
{
  "formula": "C20H32ClN3O2S",
  "method": "ωB97M-V/def2-TZVPD",
  "orbital_gap_ev": 9.42,
  "homo_energy_ev": -9.0,
  "e_above_lowest_kj_mol": 11.52,
  "total_charge": 0,
  "mol_weight_g_mol": 414.02,
  "total_energy_ev": -53181.885,
  "smiles": "CCCCCCNC(=O)[C@H](c1cc(C)cc(Cl)c1)N1CCC[S@@](=N)(=O)CC1",
  "lumo_ev": 0.4,
  "elements": ["C", "C", "C", "C", "C", "C", "N", "C", "O", "C", "C", "C", "C", "C", "C", "C", "Cl", "C", "N", "C", "C", "C", "S", "N", "O", "C", "C", "H", "H", "H", "H", "H", "H", "H", "H", "H", "H", "H", "H", "H", "H", "H", "H", "H", "H", "H", "H", "H", "H", "H", "H", "H", "H", "H", "H", "H", "H", "H", "H"],
  "xyz": [[4.2095, -0.7197, 6.8605], [3.0242, -1.4505, 6.2431], [2.9422, -1.2669, 4.7339], [1.7656, -2.0011, 4.1008], [1.6551, -1.7715, 2.5857], [0.4503, -0.9165, 2.2308], [0.4042, -0.6516, 0.8033], [-0.7046, -0.1493, 0.2103], [-1.7611, -0.0095, 0.7945], [-0.4952, 0.2738, -1.2524], [-0.1681, 1.7571, -1.2251], [-1.1363, 2.6631, -0.8129], [-0.8602, 4.0244, -0.7557], [-1.9184, 4.9952, -0.3071], [0.4083, 4.4708, -1.1157], [1.3672, 3.5605, -1.5228], [2.9476, 4.1304, -1.9745], [1.0956, 2.2045, -1.5840], [-1.6660, 0.0023, -2.0664], [-1.4513, 0.4953, -3.4271], [-2.4946, 0.0511, -4.4528], [-2.0976, -1.1857, -5.2540], [-2.1633, -2.7384, -4.3946], [-3.6593, -2.9638, -4.2354], [-1.2958, -3.6914, -5.0612], [-1.3759, -2.4041, -2.8143], [-2.1383, -1.3738, -1.9732], [4.2508, -0.8625, 7.9406], [5.1514, -1.0784, 6.4404], [4.1497, 0.3534, 6.6680], [3.0890, -2.5189, 6.4715], [2.0941, -1.0971, 6.6986], [2.8704, -0.1975, 4.5022], [3.8729, -1.6162, 4.2735], [1.8632, -3.0687, 4.3116], [0.8382, -1.6836, 4.5883], [2.5670, -1.2837, 2.2237], [1.5775, -2.7210, 2.0511], [-0.4751, -1.4210, 2.5090], [0.4761, 0.0259, 2.7895], [1.2715, -0.6415, 0.2925], [0.3961, -0.2551, -1.6406], [-2.1126, 2.2864, -0.5313], [-1.5384, 6.0155, -0.2859], [-2.7790, 4.9665, -0.9770], [-2.2752, 4.7423, 0.6920], [0.6516, 5.5247, -1.0801], [1.8596, 1.5141, -1.9189], [-1.4397, 1.5840, -3.3784], [-0.4517, 0.2024, -3.8006], [-3.4741, -0.0867, -3.9942], [-2.6077, 0.8587, -5.1782], [-2.7652, -1.3507, -6.1000], [-1.0753, -1.1057, -5.6274], [-3.8607, -3.8236, -3.7324], [-1.3680, -3.3883, -2.3411], [-0.3385, -2.1310, -3.0160], [-2.1116, -1.6636, -0.9258], [-3.1902, -1.4138, -2.2587]],
  "atomic_forces_ev_per_a": [[0.00, 0.00, 0.00], [0.00, 0.00, 0.00], [-0.04, 0.06, 0.01], [0.07, -0.06, -0.01], [-0.07, -0.06, 0.00], [0.04, 0.06, 0.01], [0.00, 0.00, 0.00], [0.00, 0.01, 0.00], [0.00, 0.00, 0.00], [0.00, 0.00, 0.00], [0.00, 0.00, 0.00], [0.00, 0.00, 0.00], [0.00, 0.00, 0.00], [0.00, 0.00, 0.00], [0.00, 0.00, 0.00], [0.00, 0.00, 0.00], [0.00, 0.00, 0.00], [0.00, 0.00, 0.00], [0.00, 0.01, -0.01], [0.00, 0.00, 0.00], [-0.01, 0.00, -0.01], [0.00, 0.00, 0.00], [-0.01, 0.00, 0.00], [0.02, 0.01, 0.00], [0.00, 0.00, 0.00], [0.00, 0.00, -0.01], [0.00, 0.00, 0.00], [0.00, 0.00, 0.00], [0.00, 0.00, 0.00], [0.00, 0.00, 0.00], [0.00, 0.00, 0.00], [0.00, 0.00, 0.00], [0.00, 0.00, 0.00], [0.00, 0.00, 0.00], [0.00, 0.00, 0.00], [0.00, 0.00, 0.00], [0.00, 0.00, 0.00], [0.00, 0.00, 0.00], [0.00, 0.00, 0.00], [0.00, 0.00, 0.00], [0.00, 0.00, 0.00], [0.00, 0.00, 0.00], [0.00, 0.00, 0.00], [0.00, 0.00, 0.00], [0.00, 0.00, 0.00], [0.00, 0.00, 0.00], [0.00, 0.00, 0.00], [0.00, 0.00, 0.00], [0.00, 0.00, 0.00], [0.00, 0.00, 0.00], [0.00, 0.00, 0.00], [0.00, 0.00, 0.00], [0.00, 0.00, 0.00], [0.00, 0.00, 0.00], [-0.01, 0.00, 0.00], [0.00, 0.00, 0.00], [0.00, 0.00, 0.01], [0.00, 0.00, 0.00], [0.00, 0.00, 0.00]],
  "lowdin_charge": [-0.120, -0.281, -0.245, -0.215, -0.195, -0.189, 0.079, -0.460, 0.082, -0.219, -0.183, 0.016, -0.249, -0.043, -0.069, -0.652, 0.662, -0.064, -0.104, -0.175, -0.182, -0.259, 0.651, -0.211, -0.364, -0.216, -0.187, 0.067, 0.071, 0.071, 0.109, 0.109, 0.118, 0.117, 0.112, 0.113, 0.109, 0.113, 0.127, 0.134, 0.136, 0.140, 0.134, 0.075, 0.085, 0.085, 0.110, 0.111, 0.120, 0.127, 0.117, 0.116, 0.105, 0.105, 0.021, 0.105, 0.102, 0.115, 0.109]
}

=====

Record 2
{
  "formula": "C20H17F2N5O2",
  "method": "ωB97M-V/def2-TZVPD",
  "orbital_gap_ev": 8.70,
  "homo_energy_ev": -8.1,
  "e_above_lowest_kj_mol": 37.72,
  "total_charge": 0,
  "mol_weight_g_mol": 397.38,
  "total_energy_ev": -37994.301,
  "smiles": "CNc1ncc2c(n1)n(-c1cccc(OC)c1)c(=O)n2Cc1c(F)cccc1F",
  "lumo_ev": 0.6,
  "elements": ["O", "F", "F", "N", "N", "O", "C", "C", "C", "C", "C", "C", "C", "C", "C", "C", "C", "C", "C", "C", "C", "C", "C", "N", "N", "N", "C", "C", "C", "H", "H", "H", "H", "H", "H", "H", "H", "H", "H", "H", "H", "H", "H", "H", "H", "H"],
  "xyz": [[0.5038, 2.6838, -0.8500], [1.3138, 3.3014, 2.5942], [4.5587, -0.1810, 2.0739], [0.9209, -2.5592, 1.1970], [-0.6494, -1.8929, -0.4036], [-4.6613, -0.6070, -3.2587], [0.3271, 1.5734, -0.4024], [-0.1723, -2.7560, 0.3992], [1.2850, -1.3453, 1.3696], [-0.0991, -0.6522, -0.3886], [3.6238, 1.8309, 5.1169], [-2.2870, 1.9486, -3.9980], [2.6482, 2.6093, 4.4985], [4.3615, 1.0041, 4.2208], [-3.4063, 1.2298, -3.9941], [-1.2763, 1.7146, -3.0605], [-2.5676, -0.0936, -2.0831], [2.3223, 2.5112, 3.0825], [3.9675, 0.7780, 2.8309], [-3.6085, 0.2129, -3.0712], [-1.4255, 0.7658, -2.0556], [0.8918, -0.3449, 0.5191], [3.0551, 1.6095, 2.2342], [-0.4159, 0.5326, -1.0628], [-0.4576, -4.1171, 0.1132], [1.2351, 0.9911, 0.4743], [-5.8574, -0.0783, -2.6298], [0.6811, -5.0332, 0.0219], [2.5924, 1.4645, 0.7739], [1.9580, -1.1161, 2.1868], [3.7472, 1.8088, 6.1812], [-2.0643, 2.6281, -4.8573], [2.0054, 3.1329, 5.1265], [5.1566, 0.3094, 4.4415], [-4.2283, 1.4134, -4.6715], [-0.3262, 2.2601, -3.1943], [-2.7931, -0.9894, -1.5790], [-1.1469, -4.1062, -0.6740], [-5.9148, 0.9687, -2.5325], [-6.0913, -0.4703, -1.6824], [-6.6650, -0.2929, -3.3566], [0.4114, -5.8969, -0.6551], [1.5818, -4.6478, -0.4498], [1.0113, -5.4697, 0.9507], [2.6586, 2.4717, 0.3370], [3.2954, 0.8954, 0.1669]],
  "atomic_forces_ev_per_a": [[-1.12, 0.46, 0.40], [1.26, -1.10, 0.34], [-0.08, 0.56, 0.76], [-2.39, -2.37, 0.74], [-1.87, 3.84, -2.27], [-1.33, 0.19, 1.33], [2.64, 0.61, -2.63], [4.15, -3.29, -0.13], [1.43, 1.74, 0.45], [-0.71, -0.78, 0.68], [0.63, -1.01, -3.42], [2.83, 1.41, -0.77], [-0.53, -1.05, -2.50], [-0.78, -1.37, -1.74], [-2.66, -1.01, 0.35], [0.91, 0.65, -0.22], [-1.81, 2.33, -2.92], [1.64, -0.32, 2.00], [0.77, 1.55, 2.49], [3.68, -0.13, 1.21], [-1.12, -1.54, 0.15], [-0.04, -0.29, 0.29], [-3.21, 0.69, -0.41], [-0.22, -0.05, 1.05], [-0.99, 1.09, -0.22], [-0.90, -0.79, 0.92], [-0.89, -0.97, -2.61], [-0.50, -1.35, -1.41], [0.18, 1.43, -0.59], [0.37, -0.11, -0.02], [0.30, 0.15, 0.19], [-0.31, -0.40, 1.06], [-1.07, 1.27, 0.69], [0.15, 0.09, 0.91], [0.12, 0.00, -0.36], [-0.68, -0.32, 0.50], [0.47, -0.69, 1.22], [1.23, -0.46, 0.97], [0.77, 1.53, -0.03], [0.09, -1.02, 1.19], [0.20, -0.28, 0.60], [-0.10, 0.85, 0.83], [0.02, 0.72, -0.06], [-0.30, 0.11, 0.56], [-0.30, -0.17, 0.10], [0.05, -0.39, 0.34]],
  "lowdin_charge": [0.088, 0.065, 0.064, 0.140, 0.198, -0.089, -0.379, -0.405, -0.074, -0.145, -0.056, -0.090, -0.010, 0.011, -0.052, -0.020, 0.107, -0.143, -0.229, -0.299, -0.155, -0.152, -0.071, 0.131, -0.026, 0.054, -0.049, -0.127, -0.039, 0.121, 0.103, 0.128, 0.086, 0.101, 0.126, 0.121, 0.089, 0.132, 0.073, 0.071, 0.102, 0.092, 0.068, 0.062, 0.136, 0.137]
}